Record 1
ORCA calculation (the ωB97M-V functional and the def2-TZVPD basis) on a molecular structure, C19H25N3SSiW in a non-equilibrium geometry.

## Properties
* ΔE to the lowest compared entry with this formula, charge and spin: 26.26 kcal/mol
* 2S+1: 3
* total charge: +2
* E_HOMO (alpha / beta): -12.87 / -12.99 eV
* LUMO energy (alpha / beta): -6.91 / -6.88 eV
* ⟨S²⟩: 2.0162

Last column: Löwdin spin population.
Cartesian coordinates (Å):
C 0.957682 1.819845 -0.190623  0.04
C -0.113545 1.899166 -1.119469  0.04
C -1.344918 1.846942 -0.407260  0.06
H -0.010061 2.076871 -2.171203  0.01
C -1.039094 1.641969 0.977478  -0.01
C 0.393631 1.656019 1.105015  0.01
H 0.927482 1.705676 2.040297  0.00
H 2.006556 1.910231 -0.408764  0.01
H -2.337781 1.915956 -0.832541  0.01
H -1.756135 1.683320 1.787883  0.00
W -0.172020 -0.109606 -0.198379  1.33
C -1.354257 -2.631259 -4.633891  0.01
H -2.350326 -2.222077 -4.503951  0.00
H -1.396999 -3.721942 -4.764683  0.00
H -0.849832 -2.177272 -5.494826  0.00
Si -0.215867 -1.328912 -2.916712  0.11
C 1.577443 -1.093071 -3.329892  0.03
C 2.316926 0.107964 -3.332225  0.02
H 1.909463 1.041248 -2.910411  0.00
C 3.584734 0.137264 -3.935904  0.00
H 4.148175 1.083596 -3.988106  0.00
C 4.149296 -1.020667 -4.477467  0.01
H 5.123071 -0.995079 -4.984611  0.00
C 3.439684 -2.231740 -4.401918  0.00
H 3.862478 -3.147375 -4.818197  0.00
C 2.188870 -2.279066 -3.789325  0.01
H 1.642756 -3.227922 -3.710651  0.00
C -1.258207 0.080300 -3.573165  0.03
C -0.784521 0.751229 -4.721982  0.01
H 0.241599 0.557263 -5.074171  0.00
C -1.642069 1.587249 -5.439823  0.00
H -1.266155 2.046647 -6.363255  0.00
C -2.943214 1.827723 -4.974797  0.01
H -3.593585 2.495717 -5.541763  0.00
C -3.392178 1.217923 -3.793666  0.00
H -4.405280 1.426782 -3.426496  0.00
C -2.558024 0.352402 -3.087315  0.02
H -2.930923 -0.147386 -2.175083  0.01
H -0.521930 -2.125491 -1.653961  0.02
H -0.659482 -2.578575 -3.674115  0.00
N -1.115552 -1.091708 1.403925  0.03
N -0.318715 -0.859724 2.568171  0.01
C 0.997606 -1.045564 2.418503  0.05
N 1.799996 -1.094637 3.495384  0.03
S 1.685579 -0.969498 0.841900  0.09
H -1.195685 -2.109515 1.253286  0.01
H -2.074238 -0.761701 1.547429  0.01
H -0.746785 -1.170552 3.449447  0.00
H 2.800088 -1.177780 3.396561  0.00
H 1.423359 -1.066781 4.444123  0.00

Forces on the atoms, in the same order (eV/Å):
C -0.21 -0.05 -0.05
C -0.35 0.76 -0.72
C -0.41 0.13 0.61
H -0.10 0.12 -0.22
C 0.46 1.53 -1.15
C -1.05 0.49 0.15
H 0.05 -0.35 -0.02
H 0.11 -0.07 -0.03
H 0.17 0.07 0.07
H 0.08 -0.37 -0.07
W 0.62 -0.10 -1.50
C 0.46 -0.92 -0.52
H 0.19 0.18 0.50
H 0.13 0.27 0.19
H 0.08 0.02 0.49
Si 1.24 5.24 1.81
C 0.12 -1.18 -0.03
C -0.02 0.17 -0.42
H 0.12 -0.60 -0.35
C 0.02 0.22 0.30
H -0.40 -0.56 0.12
C -0.46 -0.42 -0.13
H -0.50 0.05 0.32
C 0.31 -0.02 0.16
H -0.03 0.30 0.15
C 0.12 0.47 -0.39
H 0.35 0.23 -0.19
C -0.38 -0.40 0.06
C -0.15 -0.49 0.07
H -0.62 0.16 0.06
C 0.13 0.19 0.13
H -0.32 -0.10 0.47
C 0.38 -0.17 -0.01
H 0.12 -0.25 0.23
C -0.08 0.27 0.04
H 0.48 -0.11 -0.19
C 0.06 -0.26 -0.33
H 0.19 0.25 -0.59
H -0.26 0.33 0.14
H -1.26 -2.03 -1.87
N -0.90 -1.42 0.60
N -1.14 -0.79 1.55
C 2.20 0.35 0.12
N -1.38 -0.10 0.07
S 0.98 -1.49 0.92
H 0.00 0.24 0.13
H 0.45 0.10 0.37
H 0.20 0.17 -0.42
H -0.05 0.00 -0.19
H 0.27 -0.05 -0.45

Record 2
ORCA calculation (the ωB97M-V functional and the def2-TZVPD basis) on a molecular structure, C19H26As2KN5O2.

## Properties
* E_HOMO: -7.23 eV
* LUMO energy: -0.25 eV

Last column: Löwdin charge in e.
Cartesian coordinates (Å):
K -0.621811 0.613341 -0.461888  0.59
C 2.423520 -2.742689 0.840125  -0.30
As 1.260033 -2.118822 -0.597549  1.12
C 2.544343 -2.314082 -2.067434  -0.33
C 0.241544 -3.782055 -0.849534  -0.42
C 0.946789 -4.971338 -1.041439  -0.12
C 0.295447 -6.181708 -1.199639  -0.08
C -1.092338 -6.220542 -1.166540  -0.08
C -1.802311 -5.048439 -0.975689  -0.12
C -1.156435 -3.821390 -0.816045  -0.42
As -2.260664 -2.216755 -0.545792  1.10
C -3.391396 -2.873314 0.900729  -0.31
C -3.528824 -2.483905 -2.019852  -0.33
H 3.027958 -3.584965 0.507559  0.02
H 1.809243 -3.044143 1.685497  0.02
H 3.073080 -1.926867 1.154985  0.03
H 3.037458 -3.284995 -2.055521  0.01
H 3.300347 -1.536427 -1.962333  0.02
H 2.036771 -2.181495 -3.022092  0.02
H 2.030080 -4.958109 -1.060984  0.08
H 0.866252 -7.090264 -1.342872  0.10
H -1.617737 -7.159663 -1.284188  0.10
H -2.884224 -5.096728 -0.945975  0.08
H -3.859067 -3.817836 0.629976  0.02
H -4.166480 -2.131556 1.092355  0.02
H -2.785869 -2.996862 1.797953  -0.02
H -3.973664 -3.477780 -1.995698  0.01
H -3.024942 -2.341072 -2.974823  0.02
H -4.322296 -1.742590 -1.928492  0.02
N 1.853171 0.860528 2.537103  0.15
C 0.762955 0.001936 2.595613  -0.57
O -0.217529 0.246964 1.865025  -0.22
C 0.849917 -1.112565 3.466339  -0.24
C 1.999210 -1.301525 4.274787  -0.26
N 2.960750 -1.368740 4.913300  0.12
C -0.154747 -2.110323 3.373737  -0.23
N -0.968106 -2.920366 3.240734  0.14
H 1.622999 1.795469 2.247449  0.09
H 2.532737 0.794964 3.279976  0.08
N -0.653525 3.259254 -1.149420  0.09
C -0.374615 4.366257 -0.959478  -0.27
N -0.082763 5.643216 -0.770344  -0.10
C 0.661083 6.368347 -1.809595  -0.11
C 0.354360 7.846052 -1.667933  -0.19
O 0.646089 8.295877 -0.357443  -0.12
C -0.155189 7.631686 0.603331  -0.19
C 0.121766 6.141748 0.596243  -0.11
H 0.353116 6.001176 -2.786840  0.13
H 1.735552 6.198954 -1.686373  0.13
H -0.701499 8.027777 -1.902003  0.13
H 0.973993 8.425620 -2.349249  0.13
H -1.216978 7.811354 0.396616  0.13
H 0.094648 8.055331 1.573819  0.13
H -0.555703 5.619338 1.269213  0.14
H 1.153504 5.954732 0.910576  0.13

Forces on the atoms, in the same order (eV/Å):
K -0.12 0.15 -0.32
C 0.00 0.05 0.04
As 0.03 -0.17 0.00
C -0.02 -0.02 -0.04
C -0.03 0.00 -0.06
C 0.00 0.00 0.01
C -0.05 0.02 0.00
C 0.05 0.03 0.00
C 0.02 -0.01 0.00
C 0.01 0.00 -0.05
As -0.04 -0.22 0.01
C 0.00 0.09 0.04
C 0.00 -0.04 -0.01
H 0.01 -0.02 -0.01
H 0.00 0.00 0.00
H 0.01 0.00 0.02
H -0.01 0.00 0.00
H 0.01 0.02 0.00
H 0.01 -0.01 -0.01
H -0.01 0.00 0.01
H 0.00 0.00 0.00
H 0.00 0.00 0.00
H 0.00 0.00 0.01
H -0.01 -0.04 -0.01
H -0.02 0.00 0.00
H -0.01 0.00 -0.05
H 0.00 0.00 -0.01
H 0.01 0.00 -0.01
H -0.01 0.01 0.00
N 0.01 -0.15 0.10
C 0.08 0.29 0.16
O 0.07 0.00 0.31
C 0.00 -0.31 -0.04
C -0.26 0.06 -0.08
N 0.02 -0.02 -0.04
C 0.19 0.17 -0.02
N 0.05 0.02 0.05
H -0.03 0.02 -0.01
H 0.01 0.00 -0.01
N 0.05 0.24 0.06
C 0.09 0.00 -0.06
N -0.13 -0.05 -0.04
C 0.02 -0.06 0.03
C -0.02 0.00 0.07
O -0.01 0.01 -0.01
C 0.02 0.02 -0.06
C 0.02 -0.06 -0.02
H -0.01 -0.01 0.00
H 0.01 -0.02 0.00
H -0.01 0.02 0.00
H 0.01 0.01 0.00
H -0.01 0.01 0.00
H 0.00 0.01 0.01
H -0.01 -0.01 0.00
H 0.01 -0.01 0.01

Record 3
ORCA calculation (the ωB97M-V functional and the def2-TZVPD basis) on 2 unconnected molecules or ions with the total composition C19H26BClF4INO11P2 in a non-equilibrium geometry.

## Properties
* ΔE to the lowest compared entry with this formula, charge and spin: 0.00 kcal/mol
* E_HOMO: -9.42 eV
* LUMO energy: -0.85 eV
* SMILES string: CCCOc1c(I)c(P(O)Cl)c2c(c1OB(O)O)C(=O)N(C(F)(F)C(F)F)C2=O.CCOP(=O)(OCC)OCC

Last column: Löwdin charge in e.
Cartesian coordinates (Å):
C -6.184749 3.207816 -3.238755  -0.08
C -4.977502 2.255705 -3.124101  -0.25
C -3.779225 2.963017 -3.738048  -0.22
O -2.492689 2.306815 -3.643281  -0.07
C -2.444041 1.078800 -3.087800  -0.29
C -2.807222 -0.075525 -3.788025  -0.57
I -3.397419 0.246043 -5.773485  1.04
C -2.735957 -1.357463 -3.218974  -0.35
P -3.224063 -2.939400 -4.082644  0.59
O -3.737333 -3.858175 -2.846482  -0.36
Cl -5.067470 -2.575955 -4.976585  0.15
C -2.210934 -1.404124 -1.924922  -0.07
C -1.826870 -0.261362 -1.216093  0.02
C -1.949362 0.989247 -1.782958  -0.11
O -1.568022 2.100903 -1.093524  0.21
B -2.514608 2.669266 -0.231629  -0.76
O -2.458509 2.364392 1.119819  0.19
O -3.460545 3.528015 -0.694128  0.22
C -1.275023 -0.633168 0.125973  -0.30
O -0.619003 0.059194 0.846946  0.17
N -1.626103 -1.999465 0.305386  0.14
C -2.486172 -2.388564 1.366152  -0.45
F -2.279474 -1.534692 2.398606  0.13
F -3.794022 -2.265618 1.032395  0.14
C -2.216581 -3.804265 1.947307  -0.29
F -3.026752 -4.705135 1.362827  0.10
F -0.928106 -4.130518 1.730458  0.10
C -1.876166 -2.554931 -1.015205  -0.31
O -1.714777 -3.720318 -1.200330  0.17
H -6.638980 3.085563 -4.222159  0.08
H -5.852695 4.245294 -3.171788  0.07
H -6.929408 3.021777 -2.469757  0.07
H -5.201010 1.373441 -3.723744  0.07
H -4.845082 1.982448 -2.080594  0.10
H -3.680168 3.940244 -3.267914  0.12
H -3.993591 3.131610 -4.795716  0.10
H -4.520006 -3.429781 -2.467124  0.05
H -1.713015 2.812804 1.532656  0.12
H -3.730573 4.154161 -0.016374  0.13
H -2.370615 -3.805438 3.026895  0.17
C 4.268787 2.354714 0.551528  -0.08
C 5.679652 1.855515 0.807273  -0.28
O 5.812829 1.225307 2.080455  -0.19
P 5.079239 -0.188320 2.341234  0.47
O 5.571662 -1.171628 1.360288  -0.22
O 5.777570 -0.597395 3.740766  -0.20
C 6.572768 -1.775708 3.858558  -0.29
C 8.032986 -1.493412 3.566479  -0.07
O 3.754173 0.345265 3.088905  -0.17
C 2.442210 -0.093094 2.672289  -0.26
C 2.339247 -1.597758 2.526443  -0.07
H 3.586327 1.518641 0.373278  0.06
H 4.241297 2.995907 -0.329870  0.08
H 3.895892 2.913582 1.409973  0.08
H 5.994698 1.167757 0.018081  0.11
H 6.373781 2.695185 0.809588  0.12
H 6.188432 -2.565811 3.214034  0.10
H 6.462232 -2.122469 4.887296  0.11
H 8.153011 -0.933112 2.639795  0.07
H 8.596226 -2.424724 3.490413  0.08
H 8.470519 -0.892301 4.365158  0.07
H 2.169818 0.399927 1.736332  0.09
H 1.744155 0.254362 3.431857  0.12
H 2.982687 -1.961669 1.720147  0.07
H 1.314273 -1.884584 2.290864  0.07
H 2.649368 -2.096838 3.445550  0.09

Forces on the atoms, in the same order (eV/Å):
C 0.40 -0.10 -0.32
C -0.38 0.27 -0.35
C -0.36 0.25 0.08
O -0.25 -0.03 -0.02
C 0.01 0.23 -0.07
C 0.01 -0.17 -0.12
I 0.34 0.03 -0.04
C -0.59 0.18 0.16
P 0.82 -0.63 -0.46
O -0.48 0.70 -0.31
Cl -0.08 0.13 0.40
C 0.19 -0.06 0.50
C 0.09 -0.36 -0.48
C 0.42 -0.01 0.31
O -0.73 -0.05 -0.39
B 0.33 -0.02 0.70
O -0.09 0.81 -0.27
O 0.37 0.19 -0.49
C -0.30 0.82 -0.34
O -0.15 -0.45 0.18
N 0.02 0.35 -0.35
C 0.70 0.04 0.88
F 0.00 0.05 -0.02
F -0.04 -0.13 -0.19
C -0.02 0.02 -0.13
F 0.09 -0.14 -0.05
F 0.01 -0.10 -0.10
C -0.06 -0.62 0.36
O -0.11 0.20 -0.32
H -0.17 0.08 0.05
H -0.12 0.05 0.18
H -0.05 -0.03 -0.03
H 0.01 -0.25 0.32
H 0.29 -0.07 -0.03
H 0.29 -0.06 0.10
H 0.14 -0.06 -0.05
H -0.04 -0.35 0.33
H 0.20 -0.53 0.27
H -0.36 -0.26 0.16
H -0.26 0.07 -0.01
C -0.09 -0.17 0.05
C 0.00 0.21 -0.29
O -0.53 -0.23 -0.16
P 3.86 1.10 3.27
O -2.34 -0.03 -0.94
O -0.35 0.02 -0.04
C 0.29 -0.15 -0.03
C 0.10 0.15 0.10
O -0.77 -1.00 -1.97
C -0.44 -0.12 -0.11
C 0.23 -0.10 -0.07
H 0.00 0.04 -0.03
H 0.03 -0.01 -0.01
H 0.05 0.05 -0.01
H 0.00 -0.04 0.06
H 0.04 -0.05 0.13
H -0.01 0.11 -0.14
H -0.08 0.12 0.03
H -0.10 -0.13 -0.10
H -0.01 0.00 0.00
H 0.00 -0.01 0.00
H 0.03 0.03 0.02
H 0.17 0.12 0.09
H -0.06 0.03 0.02
H -0.03 0.05 0.03
H -0.08 0.02 0.04

Record 4
ORCA calculation (the ωB97M-V functional and the def2-TZVPD basis) on a molecular structure, C19H26BN6OReS3Se3Te.

## Properties
* ΔE to the lowest compared entry with this formula, charge and spin: 7.94 kcal/mol
* 2S+1: 2
* total charge: +1
* E_HOMO (alpha / beta): -10.41 / -10.54 eV
* LUMO energy (alpha / beta): -5.21 / -4.45 eV
* ⟨S²⟩: 0.9185

Last column: Löwdin spin population.
Cartesian coordinates (Å):
Re 1.756045 0.028948 -0.897623  0.95
C 5.064408 -2.535969 -0.302614  0.00
N 4.250019 -2.956986 -1.431216  0.00
C 4.023654 -4.259932 -1.795440  0.00
C 3.276166 -4.223594 -2.923553  0.00
N 3.051467 -2.910540 -3.255683  0.00
B 2.409234 -2.574100 -4.650383  0.00
N 1.674357 -1.192470 -4.682274  0.00
C 1.708152 -0.395979 -5.798052  0.00
C 0.820407 0.611548 -5.628122  0.00
N 0.250452 0.429787 -4.390293  0.00
C -0.778058 1.280561 -3.819470  0.00
C 0.794726 -0.671819 -3.827657  0.01
S 0.360649 -1.349507 -2.281148  0.04
C 3.651594 -2.153914 -2.337627  0.01
S 3.678428 -0.414562 -2.194239  0.05
H 4.951367 -3.257765 0.502524  0.00
H 4.739799 -1.557501 0.041734  0.00
H 6.112164 -2.476662 -0.594824  0.00
H 4.404006 -5.090085 -1.227792  0.00
H 2.876634 -5.022511 -3.521781  0.00
H 1.597788 -3.429825 -4.873548  0.00
H 3.297359 -2.518873 -5.455810  0.00
H 2.353058 -0.623719 -6.627193  0.00
H 0.539564 1.425940 -6.271356  0.00
H -1.138583 1.950719 -4.594622  0.00
H -0.385612 1.879338 -3.000705  0.00
H -1.602686 0.675378 -3.448574  0.00
Se 3.140101 1.839721 0.133472  -0.20
Se 4.267746 0.910075 1.911407  -0.07
Te 2.577989 -0.649429 2.941967  -0.01
Se 1.683966 -1.665220 0.787041  0.13
C -0.837008 2.266725 5.659516  0.00
C -0.273245 1.980929 4.271431  0.00
C -1.090122 0.894054 3.572984  0.00
N -0.712924 0.709307 2.163830  0.00
C -0.943032 1.541025 1.175530  0.02
S -0.241427 1.352458 -0.372987  0.04
N -1.754392 2.628543 1.305621  0.00
C -3.030469 2.868101 1.903047  0.00
O -3.310004 4.013490 2.132075  0.00
C -3.962116 1.734399 2.106972  0.00
C -3.917127 0.563983 1.350416  0.00
C -4.883848 -0.410669 1.530516  0.00
C -5.901364 -0.222555 2.455907  0.00
C -5.960817 0.950672 3.197213  0.00
C -5.000741 1.929522 3.018307  0.00
H -0.250528 3.039067 6.154132  0.00
H -0.815545 1.373133 6.285409  0.00
H -1.869124 2.616854 5.599448  0.00
H 0.766520 1.661877 4.346953  0.00
H -0.296462 2.891319 3.668062  0.00
H -2.145891 1.135832 3.641163  0.00
H -0.944453 -0.069638 4.059440  0.00
H -0.089276 -0.058048 1.945387  0.00
H -1.472976 3.423768 0.746661  0.00
H -3.156811 0.419464 0.593670  0.00
H -4.852850 -1.314485 0.936793  0.00
H -6.657471 -0.984789 2.588521  0.00
H -6.764076 1.107267 3.904222  0.00
H -5.038781 2.857340 3.573220  0.00

Forces on the atoms, in the same order (eV/Å):
Re -0.09 0.41 0.66
C 0.07 0.04 0.08
N 0.03 0.04 -0.10
C -0.05 -0.04 -0.01
C -0.07 -0.06 0.03
N 0.18 0.05 0.10
B -0.04 0.01 0.02
N 0.02 0.07 0.11
C 0.00 0.06 -0.06
C 0.04 0.00 -0.03
N 0.15 -0.04 -0.01
C -0.10 0.06 0.10
C -0.29 -0.01 -0.24
S 0.29 -0.02 0.19
C -0.16 -0.16 -0.08
S 0.28 0.10 0.04
H -0.02 -0.01 -0.01
H -0.03 -0.03 0.01
H -0.01 -0.01 -0.02
H 0.02 0.02 0.02
H 0.02 0.01 -0.01
H 0.04 -0.10 -0.01
H -0.03 0.02 -0.09
H 0.00 -0.01 0.01
H 0.01 0.01 0.02
H -0.01 -0.05 -0.04
H 0.03 0.00 -0.03
H 0.02 -0.01 0.00
Se -0.50 -0.71 -0.45
Se -0.07 -0.29 0.45
Te 0.43 0.10 0.00
Se -0.01 0.53 -0.36
C 0.04 -0.01 -0.09
C -0.09 -0.03 0.03
C 0.14 0.22 0.06
N -0.21 0.18 0.02
C 0.31 -0.26 0.29
S -0.33 0.05 -0.45
N -0.02 0.16 -0.10
C 0.11 -0.05 0.10
O -0.02 -0.03 0.01
C -0.19 -0.09 -0.04
C 0.11 0.10 0.01
C -0.03 -0.07 0.01
C 0.03 0.03 -0.01
C -0.02 -0.02 0.01
C 0.11 0.03 0.04
H -0.02 -0.01 0.03
H -0.01 0.01 0.02
H 0.00 -0.01 0.02
H 0.04 0.02 -0.08
H 0.02 0.00 0.00
H -0.12 -0.11 -0.03
H -0.03 -0.02 -0.02
H -0.01 -0.04 -0.07
H 0.02 -0.03 -0.02
H 0.04 0.00 -0.01
H 0.00 0.01 -0.01
H 0.00 0.00 0.00
H 0.01 -0.01 0.01
H -0.02 0.00 0.00